Run i
This record from OMol25 describes a 2-piece molecular cluster, C4H10N3O overall. The level of theory is ωB97M-V with the def2-TZVPD basis set.

XYZ file:
```
18
Properties=species:S:1:pos:R:3
C -1.013 -0.756 -1.558
C -0.509 -0.504 -2.755
C -0.504 -1.626 0.645
N -0.158 -1.255 -0.529
H -2.054 -0.693 -1.281
H 0.516 -0.652 -3.063
H -1.189 -0.123 -3.504
H 0.193 -2.258 1.184
H -1.438 -1.338 1.109
H 0.833 -1.343 -0.763
N -0.549 1.294 1.359
C 0.743 1.355 0.832
N 1.729 1.275 1.814
O 0.957 1.430 -0.355
H -0.589 1.699 2.293
H -1.238 1.710 0.751
H 1.630 0.513 2.447
H 2.640 1.270 1.375
```

LUMO energy = -5.19 eV
net charge = +1
Kohn-Sham gap = 8.7 eV


Run ii
This record from OMol25 describes a 2-piece molecular cluster, C4H10N3O overall. The level of theory is ωB97M-V with the def2-TZVPD basis set.

XYZ file:
```
18
Properties=species:S:1:pos:R:3
C 2.927 0.964 -0.357
C -0.927 -0.227 0.138
C 0.390 -2.294 0.167
C -2.358 1.632 0.119
N 1.752 1.073 0.033
N 0.682 1.197 0.400
N -0.405 -1.268 -0.461
O -1.707 0.549 -0.549
H 3.228 1.401 -1.293
H 3.666 0.489 0.264
H -0.926 -0.198 1.226
H 0.565 -2.050 1.212
H -0.131 -3.252 0.109
H 1.347 -2.397 -0.347
H -3.014 2.086 -0.621
H -1.620 2.361 0.460
H -2.944 1.273 0.966
H -0.525 -1.339 -1.467
```

LUMO energy = -3.49 eV
net charge = +1
Kohn-Sham gap = 9.4 eV


Stability order, top to bottom: run i, run ii


Run i
This record from OMol25 describes an isolated molecule of C13H16N2O6. The level of theory is ωB97M-V with the def2-TZVPD basis set.

XYZ file:
```
37
Properties=species:S:1:pos:R:3
C -0.043 0.601 0.752
C -1.247 -0.296 0.622
C 0.366 1.127 -0.694
C 1.778 1.883 -0.822
C 2.113 3.141 -0.261
C 2.856 1.326 -1.606
C 3.238 3.688 -0.430
C 4.106 1.945 -1.840
C 4.413 3.147 -1.172
C -2.086 -2.414 0.632
C -1.996 -2.342 -0.899
C -3.478 -1.978 1.210
C -4.387 -3.123 1.098
H 1.824 0.050 0.293
H 1.742 -0.217 2.051
H -0.182 1.486 1.457
H -0.449 1.575 -1.236
H 0.710 0.400 -1.339
H 1.405 3.636 0.268
H 2.895 0.252 -2.029
H 3.475 4.736 -0.213
H 4.904 1.035 -2.138
H 5.565 4.664 -0.914
H 0.039 -1.726 1.339
H -1.887 -3.315 1.194
H -3.129 -1.754 2.298
H -3.694 -1.194 0.668
H -5.723 -2.293 2.304
H -3.040 -3.793 -1.047
N 1.109 -0.272 1.032
N -1.055 -1.577 1.280
O -2.299 0.036 -0.066
O 5.729 3.723 -1.025
O -1.332 -1.576 -1.650
O -4.095 -4.262 0.631
O -5.438 -3.133 1.887
O -2.707 -3.185 -1.637
```

LUMO energy = 0.30 eV
SMILES string = N[C@@H](Cc1ccc(O)cc1)C(=O)N[C@@H](CC(=O)O)C(=O)O
Kohn-Sham gap = 9.2 eV


Run ii
This record from OMol25 describes an isolated molecule of C13H16N2O6. The level of theory is ωB97M-V with the def2-TZVPD basis set.

XYZ file:
```
37
Properties=species:S:1:pos:R:3
C 2.061 1.242 -0.393
C 1.528 0.086 0.309
C 2.829 0.675 -1.622
C 2.011 0.089 -2.832
C -0.295 -1.523 0.605
C 0.345 -2.883 0.422
C -1.853 -1.600 0.199
C -2.419 -0.235 0.662
C -2.619 0.800 -0.269
C -2.493 0.078 2.018
C -2.990 2.032 0.165
C -2.673 1.389 2.426
C -2.879 2.387 1.492
H 3.822 1.480 0.656
H 2.606 2.488 1.174
H 1.240 1.910 -0.807
H 3.421 -0.229 -1.335
H 3.553 1.440 -1.987
H 2.308 -1.210 -4.109
H -0.198 0.037 -0.889
H -0.176 -1.190 1.684
H -2.262 -2.483 0.695
H -1.813 -1.775 -0.917
H -2.813 0.533 -1.336
H -2.328 -0.694 2.783
H -3.363 2.755 -0.545
H -2.724 1.616 3.458
H -2.744 3.796 2.687
H 2.145 -2.289 1.047
N 3.039 2.031 0.347
N 0.377 -0.501 -0.187
O 2.107 -0.403 1.364
O 0.874 0.203 -3.225
O 2.863 -0.770 -3.511
O -0.233 -3.750 -0.176
O -3.155 3.771 1.783
O 1.556 -3.067 0.956
```

LUMO energy = 0.44 eV
SMILES string = N[C@@H](CC(=O)O)C(=O)N[C@@H](Cc1ccc(O)cc1)C(=O)O
Kohn-Sham gap = 9.5 eV


Stability order, top to bottom: run ii, run i


Run i
This record from OMol25 describes a 2-piece molecular cluster, C7H10O5S overall. The level of theory is ωB97M-V with the def2-TZVPD basis set.

XYZ file:
```
23
Properties=species:S:1:pos:R:3
C -0.697 -2.988 1.004
C -0.149 -2.607 -0.154
C -0.343 -3.028 -1.596
C 1.010 1.652 -0.712
C -1.163 0.486 0.032
C 1.033 -0.578 0.305
C 0.229 0.304 -0.584
O -0.518 -4.287 -1.682
O -0.275 -0.460 2.679
O -0.481 -2.169 -2.470
O 2.099 -1.192 2.660
O 1.588 1.118 2.247
S 1.118 -0.277 2.082
H -0.558 -2.354 1.954
H -1.112 -3.999 1.359
H 1.976 1.455 -1.064
H 0.606 2.306 -1.626
H 1.037 2.268 0.227
H -0.962 0.386 1.112
H -1.761 1.458 -0.217
H -1.868 -0.363 -0.297
H 1.977 -0.747 -0.131
H 0.008 -0.191 -1.545
```

LUMO energy (spin up / spin down) = 6.06 / 6.06 eV
net charge = -2
Kohn-Sham gap (spin up / spin down) = 7.0 / 7.0 eV


Run ii
This record from OMol25 describes a 2-piece molecular cluster, C7H10O5S overall. The level of theory is ωB97M-V with the def2-TZVPD basis set.

XYZ file:
```
23
Properties=species:S:1:pos:R:3
C 1.698 1.920 1.315
C 1.742 1.690 0.027
C 2.709 1.931 -1.075
C -1.657 -1.753 -1.291
C 0.261 -1.702 0.204
C -0.869 0.495 -0.247
C -0.460 -0.835 -0.800
O 2.348 2.966 -1.684
O -0.577 0.211 2.408
O 3.711 1.197 -1.267
O -2.541 1.401 1.371
O -2.368 -1.054 1.282
S -1.622 0.245 1.378
H 0.884 1.753 1.921
H 2.467 2.257 2.049
H -2.489 -1.033 -1.751
H -1.484 -2.384 -2.196
H -2.107 -2.217 -0.451
H -0.221 -1.931 1.073
H 0.612 -2.773 -0.196
H 1.087 -1.002 0.543
H -1.219 1.310 -0.764
H 0.095 -0.690 -1.850
```

LUMO energy (spin up / spin down) = 5.90 / 5.98 eV
net charge = -2
Kohn-Sham gap (spin up / spin down) = 7.1 / 7.5 eV


Stability order, top to bottom: run i, run ii


Run i
This record from OMol25 describes C4H10NO as an isolated structure. The level of theory is ωB97M-V with the def2-TZVPD basis set.

XYZ file:
```
16
Properties=species:S:1:pos:R:3
C -0.332 0.741 0.771
C -0.920 -0.105 1.925
C 0.572 1.067 -1.516
C 0.593 -1.147 -0.592
N 0.542 0.236 -0.268
O 1.537 0.729 0.684
H -0.585 1.813 0.634
H -0.417 -1.041 2.084
H -1.924 -0.247 1.595
H -0.946 0.563 2.826
H 1.178 0.484 -2.184
H -0.511 1.334 -1.806
H 1.169 1.961 -1.354
H 0.899 -1.710 0.248
H -0.255 -1.635 -1.148
H 1.509 -1.078 -1.210
```

multiplicity = 3
LUMO energy (spin up / spin down) = -3.42 / -8.08 eV
net charge = +1
Kohn-Sham gap (spin up / spin down) = 8.8 / 9.1 eV


Run ii
This record from OMol25 describes a 2-piece molecular cluster, C4H10NO overall. The level of theory is ωB97M-V with the def2-TZVPD basis set.

XYZ file:
```
16
Properties=species:S:1:pos:R:3
C -1.285 -1.050 -0.063
C 0.871 1.559 0.496
C -0.634 -2.259 -0.566
C 2.255 1.881 0.520
N -2.225 -0.349 -0.656
O 0.362 0.453 0.229
H -1.068 -0.916 0.947
H 0.347 2.513 0.681
H 0.264 -2.626 -0.077
H -0.441 -2.299 -1.615
H -1.348 -3.140 -0.517
H 2.525 2.771 1.117
H 2.640 2.037 -0.465
H 2.846 1.087 0.797
H -2.637 -0.496 -1.559
H -2.883 0.156 -0.116
```

multiplicity = 3
LUMO energy (spin up / spin down) = -5.31 / -9.16 eV
net charge = +1
Kohn-Sham gap (spin up / spin down) = 4.3 / 5.5 eV


Stability order, top to bottom: run ii, run i


Run i
This record from OMol25 describes an isolated molecule of C19H19N3O2S. The level of theory is ωB97M-V with the def2-TZVPD basis set.

XYZ file:
```
44
Properties=species:S:1:pos:R:3
C 6.768 -0.105 0.204
H 6.700 0.747 -0.481
O 5.826 -0.011 1.243
C 4.501 -0.020 0.923
C 3.993 -0.086 -0.370
C 2.625 -0.095 -0.572
C 1.739 -0.042 0.498
C 2.249 0.052 1.790
C 3.611 0.056 1.994
H 4.015 0.122 2.992
H 1.582 0.118 2.632
N 0.369 -0.015 0.203
C -0.671 -0.525 0.915
N -1.903 -0.346 0.359
C -2.110 0.533 -0.774
C -1.592 -0.051 -2.068
C -1.629 -1.421 -2.311
C -1.143 -1.905 -3.513
C -0.636 -0.998 -4.432
N -0.596 0.305 -4.213
C -1.061 0.762 -3.066
H -1.003 1.836 -2.932
H -0.240 -1.323 -5.385
H -1.156 -2.961 -3.730
H -2.021 -2.094 -1.562
H -1.646 1.513 -0.595
H -3.187 0.699 -0.866
C -3.096 -0.813 1.047
C -3.751 0.289 1.810
C -3.508 0.792 3.054
C -4.403 1.877 3.222
C -5.118 1.956 2.069
O -4.730 1.003 1.203
H -5.902 2.614 1.752
H -4.498 2.506 4.083
H -2.785 0.427 3.753
H -2.788 -1.603 1.736
H -3.793 -1.215 0.306
S -0.481 -1.360 2.330
H 0.185 0.189 -0.771
H 2.241 -0.145 -1.583
H 4.645 -0.131 -1.227
H 6.653 -1.036 -0.361
H 7.743 -0.098 0.689
```

LUMO energy = 0.59 eV
SMILES string = COc1ccc(NC(=S)N(Cc2cccnc2)Cc2ccco2)cc1
Kohn-Sham gap = 8.4 eV


Run ii
This record from OMol25 describes an isolated molecule of C19H19N3O2S. The level of theory is ωB97M-V with the def2-TZVPD basis set.

XYZ file:
```
44
Properties=species:S:1:pos:R:3
C 3.073 2.613 -2.290
C 2.827 1.560 -1.259
N 1.781 0.781 -1.447
C 1.516 -0.166 -0.557
N 0.415 -0.929 -0.822
C 0.079 -1.837 0.017
N 0.765 -2.119 1.152
C 1.921 -1.429 1.537
O 2.474 -1.743 2.568
C 2.302 -0.380 0.602
C 3.424 0.449 0.799
C 3.671 1.421 -0.153
H 4.520 2.080 -0.046
C 4.315 0.293 1.983
H 3.745 0.417 2.902
H 4.732 -0.712 2.010
H 5.123 1.021 1.956
H 0.447 -2.853 1.774
S -1.370 -2.754 -0.284
C -1.840 -2.038 -1.882
H -1.276 -2.549 -2.663
H -2.902 -2.261 -2.003
C -1.616 -0.530 -2.042
O -1.269 -0.121 -3.123
C -1.985 0.356 -0.919
C -2.912 0.009 0.059
C -3.211 0.870 1.103
C -2.565 2.108 1.180
C -1.650 2.457 0.193
C -1.365 1.603 -0.851
H -0.644 1.859 -1.611
H -1.155 3.416 0.248
C -2.860 3.052 2.304
H -2.627 2.591 3.264
H -2.276 3.963 2.206
H -3.917 3.316 2.315
C -4.216 0.469 2.140
H -3.763 0.458 3.131
H -4.613 -0.521 1.931
H -5.045 1.176 2.163
H -3.432 -0.937 0.007
H 4.063 2.491 -2.724
H 2.323 2.533 -3.071
H 3.022 3.602 -1.837
```

LUMO energy = 0.41 eV
SMILES string = Cc1cc(C)c2c(=O)[nH]c(SCC(=O)c3ccc(C)c(C)c3)nc2n1
Kohn-Sham gap = 9.0 eV


Stability order, top to bottom: run ii, run i


Run i
This record from OMol25 describes a 2-piece molecular cluster, C4H15N2O2 overall. The level of theory is ωB97M-V with the def2-TZVPD basis set.

XYZ file:
```
23
Properties=species:S:1:pos:R:3
N 1.481 -0.257 -0.471
C 0.301 0.647 -0.208
C 0.486 2.115 -0.534
O 1.788 2.343 -0.041
C -1.018 -0.026 -0.748
N -1.118 -1.361 -0.256
C -1.920 -2.342 -1.030
H 1.481 -1.043 0.206
H 2.275 0.313 -0.406
H 1.403 -0.618 -1.428
H 0.103 0.593 0.955
H -0.286 2.659 0.031
H 0.595 2.299 -1.621
H 1.828 3.214 0.423
H -1.909 0.647 -0.625
H -0.808 -0.024 -1.835
H -1.383 -1.356 0.778
H -1.228 -3.113 -1.484
H -2.437 -1.967 -1.986
H -2.593 -2.914 -0.345
H 0.434 0.565 3.840
H 1.564 -0.451 3.567
O 0.962 0.080 3.218
```

LUMO energy = -2.95 eV
net charge = +1
Kohn-Sham gap = 9.7 eV


Run ii
This record from OMol25 describes a 3-piece molecular cluster, C4H15N2O2 overall. The level of theory is ωB97M-V with the def2-TZVPD basis set.

XYZ file:
```
23
Properties=species:S:1:pos:R:3
C -0.340 0.152 1.235
C 0.315 1.172 0.320
C -0.235 1.092 -1.095
C -0.066 -0.584 -2.746
N -0.069 -0.312 -1.520
N 0.425 -1.107 1.164
H -1.368 -0.018 0.914
H -0.454 0.577 2.219
H 0.176 2.188 0.689
H 1.400 1.074 0.329
H -1.301 1.320 -1.096
H 0.389 1.709 -1.742
H -0.214 0.184 -3.503
H 0.060 -1.607 -3.083
H 0.065 -1.930 1.650
H 0.505 -1.380 0.158
H 1.379 -0.966 1.488
H -1.248 3.381 3.006
H -2.423 3.161 2.108
O -1.673 2.685 2.488
H 1.834 -3.715 -0.133
H 2.382 -2.696 -1.114
O 1.586 -2.914 -0.612
```

LUMO energy = -2.85 eV
net charge = +1
Kohn-Sham gap = 10.6 eV


Run iii
This record from OMol25 describes a 3-piece molecular cluster, C4H15N2O2 overall. The level of theory is ωB97M-V with the def2-TZVPD basis set.

XYZ file:
```
23
Properties=species:S:1:pos:R:3
C 0.700 -0.474 -0.701
C -0.769 -0.553 -1.123
C -1.579 0.446 -0.303
C -1.667 0.318 1.008
N -1.893 1.632 -0.982
N 1.170 0.912 -0.484
H 0.911 -1.077 0.179
H 1.201 -0.944 -1.532
H -1.132 -1.561 -0.955
H -0.868 -0.268 -2.162
H -1.261 -0.574 1.481
H -2.181 0.870 1.777
H 1.492 1.110 0.461
H -2.248 2.332 -0.347
H -2.450 1.496 -1.823
H 0.393 1.591 -0.591
H 1.856 1.220 -1.216
H -0.596 -4.246 4.234
H -1.715 -3.232 4.464
O -1.044 -3.497 3.828
H 4.097 2.280 -1.679
H 4.054 0.724 -1.884
O 3.528 1.494 -1.649
```

LUMO energy = -2.90 eV
net charge = +1
Kohn-Sham gap = 9.4 eV


Run iv
This record from OMol25 describes a 3-piece molecular cluster, C4H15N2O2 overall. The level of theory is ωB97M-V with the def2-TZVPD basis set.

XYZ file:
```
23
Properties=species:S:1:pos:R:3
C 1.557 -1.066 1.328
C 1.459 0.491 1.282
C 0.504 0.908 0.102
C 1.071 1.222 -1.098
N 0.581 1.399 -2.316
N -0.835 0.484 0.340
H 0.933 -1.695 0.606
H 1.303 -1.380 2.297
H 2.566 -1.387 1.303
H 1.271 0.863 2.355
H 2.523 0.864 1.008
H 2.234 1.331 -1.076
H -0.376 1.344 -2.575
H 1.103 1.678 -3.032
H -1.306 0.140 -0.547
H -0.974 -0.335 0.976
H -1.456 1.146 0.769
H -1.633 -1.931 2.288
H -0.921 -2.866 1.315
O -1.372 -2.056 1.409
H -3.237 0.844 -2.058
H -2.631 -0.316 -2.709
O -2.364 0.315 -1.968
```

LUMO energy = -3.02 eV
net charge = +1
Kohn-Sham gap = 8.8 eV


Stability order, top to bottom: run ii, run iii, run iv, run i


Run i
This record from OMol25 describes an isolated molecule of C6H4Cl2N2. The level of theory is ωB97M-V with the def2-TZVPD basis set.

XYZ file:
```
14
Properties=species:S:1:pos:R:3
C -0.331 -0.471 0.828
C -0.001 -1.562 -0.069
C 0.345 -1.242 -1.353
C 0.377 0.124 -1.636
C 0.377 1.215 -0.802
C 0.065 0.904 0.616
H 0.046 -2.635 0.275
H 0.419 -2.006 -2.085
H 0.490 0.007 -2.732
H 0.685 2.245 -1.310
N -1.375 -0.810 1.489
N 0.658 1.803 1.388
Cl -2.178 0.504 2.242
Cl 0.424 1.923 3.148
```

LUMO energy = -1.46 eV
SMILES string = Cl/N=C1/C=CC=C/C1=N/Cl
Kohn-Sham gap = 7.4 eV


Run ii
This record from OMol25 describes a 2-piece molecular cluster, C6H4Cl2N2 overall. The level of theory is ωB97M-V with the def2-TZVPD basis set.

XYZ file:
```
14
Properties=species:S:1:pos:R:3
C -1.910 0.042 -1.442
C 0.218 1.576 1.061
C 0.354 -0.851 1.238
C -0.753 1.391 0.039
C 0.704 0.445 1.739
C -1.021 0.088 -0.372
N -2.652 -0.085 -2.321
N -0.409 -0.995 0.205
Cl -1.248 2.807 -0.825
Cl 2.649 -3.013 -2.238
H 0.529 2.672 1.307
H 0.729 -1.882 1.583
H 1.361 0.371 2.521
H 1.450 -2.565 -2.496
```

LUMO energy = -0.54 eV
SMILES string = N#Cc1ncccc1Cl.Cl
Kohn-Sham gap = 9.6 eV


Stability order, top to bottom: run ii, run i


Run i
This record from OMol25 describes a 2-piece molecular cluster, C5H10NOS overall. The level of theory is ωB97M-V with the def2-TZVPD basis set.

XYZ file:
```
18
Properties=species:S:1:pos:R:3
C -2.002 -0.966 -1.794
C 1.205 -1.266 0.685
S 1.765 -1.955 2.136
C -1.044 0.027 -1.474
N -1.098 2.332 0.214
C -1.468 0.926 -0.168
C 0.363 2.730 -0.002
O -0.010 0.387 -2.129
H -2.491 -1.427 -0.914
H -1.901 -1.579 -2.636
H 0.575 -2.102 0.268
H 1.911 -0.978 -0.084
H -1.050 0.204 0.632
H 0.774 -0.337 1.118
H -2.601 0.903 -0.222
H 0.654 3.403 0.857
H 0.362 3.258 -1.023
H 0.967 1.805 -0.130
```

LUMO energy = 0.28 eV
net charge = -1
Kohn-Sham gap = 3.2 eV


Run ii
This record from OMol25 describes an isolated ion of composition C5H10NOS and charge -1. The level of theory is ωB97M-V with the def2-TZVPD basis set.

XYZ file:
```
18
Properties=species:S:1:pos:R:3
C -1.226 -0.416 0.774
C -0.325 -1.341 1.660
S -1.234 -1.585 3.239
C -0.736 -0.318 -0.655
N 0.451 0.582 -0.678
C 1.187 0.558 -1.959
C 1.249 1.951 -2.510
O 2.044 2.276 -3.364
H -2.250 -0.777 0.806
H -1.270 0.575 1.209
H 0.642 -0.857 1.807
H -0.106 -2.278 1.141
H -0.578 -1.265 -1.186
H -1.479 0.238 -1.255
H 1.062 0.283 0.071
H 0.770 -0.087 -2.744
H 2.177 0.131 -1.763
H 0.590 2.686 -2.020
```

LUMO energy = 3.17 eV
net charge = -1
SMILES string = O=CCNCCC[S-]
Kohn-Sham gap = 5.6 eV


Stability order, top to bottom: run ii, run i